DFT (wB97M-V/def2-TZVPD) results for a molecular structure, C23H24FeN2O5 at a distorted geometry.

Cartesian coordinates (Å):
Fe  -1.8823  -0.8892  -1.9974
O  -5.8074  -2.7283  -6.1476
C  -5.0311  -2.3650  -5.3272
C  -4.7591  -3.0506  -3.9544
O  -5.2853  -4.0330  -3.5266
C  -3.7107  -2.2005  -3.3285
C  -3.3464  -1.1230  -4.1506
O  -2.4521  -0.3277  -3.6972
C  -4.1022  -1.1179  -5.4320
O  -4.0335  -0.3494  -6.3428
O  -3.1109  -2.2957  -2.2020
C  4.9644  -2.4214  -0.7916
C  4.0901  -1.4663  0.0198
C  4.0268  -1.9622  1.4729
C  4.7135  -0.0624  -0.0238
C  2.6743  -1.3871  -0.5285
C  2.2446  -2.1086  -1.6366
C  0.9404  -1.9816  -2.0719
N  0.0556  -1.1844  -1.4709
C  0.4455  -0.4717  -0.3922
C  1.7325  -0.5573  0.0893
C  -0.6081  0.3921  0.2170
C  -0.3982  1.1843  1.3234
C  -1.4297  1.9717  1.8462
C  -2.6575  1.9104  1.1968
C  -2.8065  1.0974  0.0908
N  -1.8118  0.3525  -0.3939
C  -1.1758  2.8393  3.0685
C  -0.0509  3.8334  2.7403
C  -0.7459  1.9336  4.2331
C  -2.4217  3.6207  3.4832
H  5.9649  -2.4427  -0.3606
H  5.0624  -2.1008  -1.8302
H  4.5785  -3.4422  -0.7726
H  5.0373  -2.0279  1.8769
H  3.5729  -2.9526  1.5322
H  3.4587  -1.2860  2.1133
H  5.7318  -0.1070  0.3631
H  4.1598  0.6520  0.5869
H  4.7552  0.3192  -1.0450
H  2.9080  -2.7713  -2.1704
H  0.5844  -2.5341  -2.9317
H  2.0212  0.0221  0.9530
H  0.5725  1.2000  1.7951
H  -3.5046  2.4863  1.5358
H  -3.7529  1.0350  -0.4307
H  0.8833  3.3288  2.4902
H  0.1379  4.4651  3.6087
H  -0.3262  4.4790  1.9049
H  0.1740  1.3900  4.0130
H  -1.5233  1.2076  4.4760
H  -0.5642  2.5443  5.1178
H  -2.7561  4.3007  2.6977
H  -2.1892  4.2240  4.3602
H  -3.2469  2.9586  3.7513

Atomic forces in eV per Å
-0.42 -0.20 -0.45
-0.06 -0.03 -0.06
0.14 0.06 0.14
0.15 0.12 0.10
-0.08 -0.11 0.01
-0.43 0.96 -2.00
-1.36 -1.81 0.10
1.25 0.39 1.63
0.11 0.01 0.19
-0.02 0.06 -0.11
1.45 0.87 1.22
-0.01 0.00 -0.01
0.01 -0.01 0.00
-0.01 0.00 0.00
-0.01 0.01 -0.01
0.05 -0.01 0.02
-0.05 0.02 0.01
-0.03 -0.10 -0.14
-0.59 0.09 -0.12
-0.05 0.15 0.16
-0.06 0.00 -0.03
0.21 -0.07 0.01
-0.02 -0.04 -0.06
0.00 0.03 0.04
0.02 -0.04 -0.04
-0.17 0.01 -0.06
0.01 -0.36 -0.49
-0.01 0.01 0.01
0.00 0.00 -0.02
0.00 -0.01 -0.01
-0.01 0.00 -0.01
0.00 0.00 0.00
0.00 0.00 0.00
0.00 0.00 0.00
0.00 0.00 0.00
0.00 0.00 0.00
0.00 0.00 0.01
-0.01 0.00 0.00
0.00 0.00 0.00
0.00 0.00 0.00
-0.01 0.00 -0.01
-0.01 0.00 0.00
-0.01 0.00 0.00
0.00 0.00 -0.01
0.00 -0.01 -0.01
0.01 -0.01 -0.01
0.01 0.00 0.00
0.00 -0.01 0.00
0.00 0.00 0.00
0.00 0.00 0.00
0.00 0.00 0.00
0.00 0.00 -0.01
0.00 0.00 0.00
0.00 0.00 0.00
0.00 0.00 0.00

The total energy is -71837.89215 eV. As for the charge: +1. The value obtained for the LUMO energy (alpha / beta) is -5.25 / -5.30 eV. As for the highest occupied orbital energy (alpha / beta): -0.4226 / -0.4221 Eh. As for the multiplicity: 2. The calculation puts the molar mass at 464.30 g/mol. The gap between HOMO and LUMO (alpha / beta) comes out at 0.2295 / 0.2273 hartree.